No. 1
{
  "formula": "C2H2NO3P",
  "method": "ωB97M-V/def2-TZVPD",
  "species": ["C", "C", "N", "O", "O", "O", "P", "H", "H"],
  "positions_angstrom": [[2.270, 0.866, 0.112], [0.432, -0.213, 0.204], [3.150, 1.344, -0.440], [-2.086, 0.337, 1.268], [-1.983, 0.911, -1.174], [-1.448, -1.508, -0.403], [-1.535, -0.015, -0.078], [0.304, -0.805, 1.095], [0.895, -0.917, -0.584]],
  "mulliken_charge": [0.024, -0.463, -0.572, -0.762, -0.779, -0.728, 0.805, 0.254, 0.222],
  "relative_energy_ev": 1.2067,
  "total_charge": -2,
  "lumo_energy_ev": 7.3,
  "homo_lumo_gap_ev": 7.480,
  "max_force_ev_per_a": 4.2,
  "e_homo_ev": -0.216,
  "spin_multiplicity": 1
}


No. 2
{
  "formula": "C44H34N9O5STi",
  "method": "ωB97M-V/def2-TZVPD",
  "species": ["Ti", "C", "O", "C", "C", "C", "C", "C", "C", "N", "N", "C", "O", "C", "C", "C", "C", "C", "C", "C", "O", "H", "H", "H", "H", "H", "H", "H", "H", "H", "H", "H", "H", "N", "C", "N", "C", "N", "N", "C", "C", "C", "C", "C", "C", "N", "C", "C", "C", "C", "C", "C", "H", "H", "H", "H", "H", "H", "H", "H", "H", "H", "H", "O", "S", "O", "N", "C", "C", "C", "C", "C", "C", "C", "C", "N", "C", "C", "C", "C", "C", "C", "C", "H", "H", "H", "H", "H", "H", "H", "H", "H", "H", "H"],
  "positions_angstrom": [[-0.267, -0.460, 0.660], [-2.294, 2.849, 3.073], [-1.713, 1.886, 3.951], [-2.257, 0.627, 3.890], [-2.838, 0.091, 5.020], [-3.359, -1.204, 5.014], [-3.297, -1.963, 3.870], [-2.673, -1.460, 2.720], [-2.578, -2.240, 1.517], [-1.788, -1.899, 0.560], [-1.779, -2.622, -0.599], [-0.942, -2.066, -1.436], [-0.280, -0.994, -1.116], [-0.771, -2.657, -2.772], [-0.062, -1.949, -3.741], [0.100, -2.491, -5.005], [-0.424, -3.741, -5.299], [-1.122, -4.451, -4.330], [-1.302, -3.912, -3.069], [-2.139, -0.151, 2.718], [-1.564, 0.338, 1.637], [-3.333, 3.040, 3.354], [-2.257, 2.525, 2.032], [-1.715, 3.760, 3.202], [-2.878, 0.701, 5.913], [-3.814, -1.602, 5.910], [-3.696, -2.969, 3.855], [-3.191, -3.131, 1.403], [0.354, -0.982, -3.483], [0.637, -1.939, -5.766], [-0.283, -4.168, -6.284], [-1.526, -5.427, -4.564], [-1.845, -4.440, -2.297], [-4.257, 0.677, -2.695], [-3.742, 0.236, -1.533], [-2.643, 0.653, -1.006], [-1.878, 1.574, -1.688], [-0.751, 2.024, -1.244], [-0.172, 1.508, -0.122], [0.467, 2.378, 0.570], [1.059, 2.033, 1.843], [1.694, 2.993, 2.618], [2.156, 2.636, 3.875], [1.911, 1.354, 4.329], [1.249, 0.461, 3.496], [0.869, 0.772, 2.265], [-2.398, 2.154, -2.926], [-1.758, 3.195, -3.606], [-2.347, 3.774, -4.708], [-3.587, 3.318, -5.159], [-4.225, 2.279, -4.518], [-3.633, 1.697, -3.399], [-5.133, 0.318, -3.037], [-4.304, -0.536, -1.016], [0.503, 3.408, 0.226], [1.804, 4.002, 2.245], [2.673, 3.356, 4.495], [2.213, 1.039, 5.317], [1.013, -0.534, 3.841], [-0.806, 3.538, -3.229], [-1.856, 4.591, -5.218], [-4.054, 3.792, -6.012], [-5.185, 1.918, -4.867], [2.565, -2.060, 2.770], [1.625, -2.206, 1.696], [0.211, -1.951, 2.074], [1.760, -1.181, 0.495], [2.966, -1.142, -0.228], [4.027, -1.985, 0.054], [5.208, -1.972, -0.703], [5.362, -1.121, -1.756], [4.327, -0.218, -2.069], [4.443, 0.725, -3.113], [3.423, 1.600, -3.346], [2.280, 1.526, -2.532], [2.130, 0.661, -1.562], [3.125, -0.214, -1.309], [1.726, -3.894, 1.132], [1.275, -4.257, -0.126], [1.358, -5.584, -0.512], [1.904, -6.525, 0.351], [2.365, -6.148, 1.605], [2.276, -4.824, 2.002], [3.960, -2.662, 0.892], [6.004, -2.653, -0.434], [6.268, -1.115, -2.348], [5.349, 0.745, -3.707], [3.483, 2.339, -4.133], [1.453, 2.214, -2.685], [0.881, -3.515, -0.803], [0.999, -5.883, -1.488], [1.972, -7.560, 0.043], [2.794, -6.881, 2.274], [2.626, -4.492, 2.971]],
  "mulliken_charge": [-1.143, -0.538, -0.422, -0.339, -0.505, -0.816, -1.070, 0.594, -0.516, 1.517, -1.322, -0.586, 1.098, 0.536, -0.216, -1.027, -0.467, -0.902, -0.379, 0.591, 0.572, 0.348, -0.005, 0.253, 0.527, 0.422, 0.480, 0.516, 0.412, 0.452, 0.426, 0.443, 0.519, 0.093, -0.461, 0.046, -0.084, -1.973, 3.364, -0.994, 0.312, -1.043, -0.653, -1.300, -0.275, 1.286, 0.858, -0.330, -0.915, -0.485, -0.917, -0.051, 0.267, 0.424, 0.466, 0.547, 0.464, 0.535, 0.791, 0.447, 0.433, 0.422, 0.410, -0.815, 1.742, -0.635, 0.559, 0.555, -0.568, -1.082, -0.845, 0.951, -0.860, -1.093, 0.140, 0.474, -0.503, -0.055, -0.001, -0.814, -0.488, -0.810, -0.406, 0.521, 0.436, 0.430, 0.431, 0.465, 0.196, 0.016, 0.537, 0.420, 0.433, 0.533],
  "total_charge": 1,
  "lumo_energy_ev": -3.2,
  "homo_lumo_gap_ev": 6.767,
  "max_force_ev_per_a": 1.4,
  "e_homo_ev": -9.988,
  "spin_multiplicity": 1
}


No. 3
{
  "formula": "C7H13FN",
  "method": "ωB97M-V/def2-TZVPD",
  "species": ["C", "C", "C", "C", "N", "C", "F", "C", "C", "H", "H", "H", "H", "H", "H", "H", "H", "H", "H", "H", "H", "H"],
  "positions_angstrom": [[-3.111, 0.275, -1.303], [-3.040, 0.418, 0.033], [-2.013, 0.943, 0.934], [-0.745, 1.314, 0.100], [0.020, 0.060, -0.139], [1.320, -0.137, 0.015], [2.005, 1.012, 0.207], [2.215, -1.316, -0.270], [3.556, -1.236, 0.428], [-2.428, 0.690, -2.030], [-4.054, -0.075, -1.691], [-3.934, -0.094, 0.596], [-1.695, 0.385, 1.808], [-2.441, 1.931, 1.209], [-1.178, 1.720, -0.787], [0.045, 1.930, 0.736], [-0.571, -0.770, -0.362], [2.235, -1.331, -1.385], [1.903, -2.224, 0.177], [4.185, -1.984, -0.047], [3.640, -1.290, 1.533], [4.085, -0.220, 0.234]],
  "mulliken_charge": [-0.838, -0.025, -0.386, -0.757, -0.083, 0.430, -0.203, -0.080, -1.234, 0.247, 0.280, 0.241, 0.368, 0.294, 0.395, 0.334, 0.353, 0.317, 0.336, 0.359, 0.354, 0.295],
  "relative_energy_ev": 1.7551,
  "total_charge": 1,
  "lumo_energy_ev": -4.5,
  "homo_lumo_gap_ev": 9.098,
  "max_force_ev_per_a": 4.3,
  "e_homo_ev": -13.562,
  "spin_multiplicity": 1,
  "smiles": "C=CCC/[NH+]=C(\\F)CC"
}


No. 4
{
  "formula": "C22H35AlBeBr3Cl5F7MgNO8",
  "method": "ωB97M-V/def2-TZVPD",
  "species": ["C", "C", "C", "C", "C", "C", "C", "C", "O", "C", "O", "O", "C", "C", "O", "C", "C", "F", "F", "F", "H", "H", "H", "H", "H", "H", "H", "H", "H", "H", "H", "H", "H", "H", "H", "H", "H", "H", "H", "H", "H", "H", "H", "Br", "C", "C", "Br", "H", "H", "H", "H", "Be", "N", "C", "C", "C", "C", "C", "H", "H", "H", "H", "H", "O", "H", "H", "Br", "F", "Al", "F", "F", "F", "Mg", "C", "O", "O", "O", "H", "C", "Cl", "Cl", "Cl", "Cl", "Cl"],
  "positions_angstrom": [[1.150, -3.740, 1.320], [-0.311, -3.700, 0.704], [-0.424, -4.608, -0.509], [0.393, -4.283, -1.843], [0.447, -2.880, -2.544], [1.641, -1.943, -2.199], [2.915, -2.037, -3.003], [3.845, -0.828, -2.739], [3.420, 0.250, -1.785], [3.648, 0.052, -0.547], [3.890, -1.100, -0.112], [3.605, 1.079, 0.279], [2.665, 0.895, 1.380], [1.248, 1.201, 1.088], [0.933, 2.571, 1.086], [0.578, 3.147, -0.142], [1.684, 4.075, -0.664], [1.213, 5.289, -0.935], [2.685, 4.214, 0.196], [2.209, 3.596, -1.811], [1.594, -2.655, 1.347], [1.850, -4.318, 0.712], [1.125, -4.057, 2.353], [-0.958, -4.063, 1.502], [-0.688, -2.670, 0.478], [-0.060, -5.589, -0.215], [-1.477, -4.684, -0.758], [1.417, -4.634, -1.742], [-0.074, -4.944, -2.568], [-0.474, -2.325, -2.419], [0.526, -3.069, -3.613], [1.278, -0.933, -2.342], [1.952, -2.043, -1.170], [2.719, -2.099, -4.070], [3.434, -2.955, -2.742], [4.829, -1.178, -2.465], [3.966, -0.279, -3.659], [2.720, -0.139, 1.716], [2.938, 1.501, 2.233], [0.963, 0.622, 0.195], [0.716, 0.786, 1.937], [-0.301, 3.749, 0.034], [0.382, 2.425, -0.929], [2.714, 3.571, 7.582], [2.480, 4.062, 5.723], [1.695, 2.999, 5.008], [2.782, 1.409, 4.654], [3.467, 4.233, 5.306], [1.918, 4.993, 5.720], [1.361, 3.346, 4.031], [0.840, 2.658, 5.584], [-2.172, -3.592, -3.069], [-5.379, -1.041, -3.295], [-6.438, -0.299, -3.609], [-6.842, -0.045, -4.912], [-6.102, -0.589, -5.950], [-4.997, -1.363, -5.638], [-4.686, -1.558, -4.301], [-6.989, 0.112, -2.770], [-7.713, 0.566, -5.106], [-6.381, -0.411, -6.981], [-4.404, -1.811, -6.420], [-3.819, -2.161, -4.031], [0.209, -3.452, 4.209], [0.968, -3.064, 4.657], [-0.368, -3.724, 4.931], [0.508, -1.262, 0.269], [-4.154, 6.025, 1.961], [-2.369, 5.693, 1.832], [-1.903, 5.075, 3.275], [-1.652, 7.128, 1.485], [-2.187, 4.598, 0.605], [3.139, -2.140, 1.278], [-0.684, 1.679, 9.624], [0.338, 1.696, 10.346], [-0.440, 2.020, 8.273], [-1.846, 1.406, 9.924], [0.512, 2.176, 8.322], [-0.388, -0.784, -6.234], [-2.110, -1.120, -6.052], [-0.124, 0.245, -7.636], [0.204, 0.036, -4.779], [0.495, -2.305, -6.442], [-5.294, 7.293, 1.595]],
  "mulliken_charge": [-1.196, -0.154, -0.907, -0.996, -0.842, 0.389, -0.433, -0.753, -0.210, 1.225, -0.585, -0.361, 0.975, -0.883, -0.377, -0.226, 0.956, -0.294, -0.269, -0.306, -0.300, 0.539, 0.762, 0.556, 0.103, 0.275, 0.400, 0.434, 0.481, 0.506, 0.420, 0.321, -0.608, 0.325, 0.367, 0.340, 0.420, -0.737, 0.005, 0.191, 0.495, 0.134, 0.239, -0.154, -0.601, -0.434, -0.122, 0.376, 0.390, 0.197, 0.421, 0.024, -0.475, -0.209, -0.337, -0.417, -0.581, 0.836, 0.360, 0.354, 0.386, 0.566, -0.331, -0.557, 0.276, 0.275, -0.378, 0.032, 0.449, -0.257, -0.298, -0.303, 0.777, 0.654, -0.716, -0.404, -0.688, 0.237, 0.231, -0.058, -0.094, -0.005, -0.113, 0.269],
  "lumo_energy_ev": -4.4,
  "homo_lumo_gap_ev": 1.328,
  "max_force_ev_per_a": 3.3,
  "e_homo_ev": -5.688,
  "spin_multiplicity": 1
}


No. 5
{
  "formula": "C10H10N4O3Pt",
  "method": "ωB97M-V/def2-TZVPD",
  "species": ["Pt", "N", "N", "C", "O", "O", "H", "H", "H", "O", "C", "C", "C", "C", "C", "C", "C", "N", "C", "C", "N", "H", "H", "H", "H", "H", "H", "H"],
  "positions_angstrom": [[-0.112, -0.063, 0.285], [-1.079, 1.687, -0.265], [-1.771, 2.184, 0.873], [-0.999, 2.048, 2.125], [-1.365, 2.721, 3.057], [-0.057, 1.224, 2.095], [-0.390, 2.377, -0.585], [-1.738, 1.479, -1.014], [-2.189, 3.106, 0.782], [1.038, -1.717, 0.176], [0.772, -2.897, 0.575], [1.824, -3.718, 1.047], [1.588, -5.018, 1.429], [0.308, -5.561, 1.342], [-0.736, -4.782, 0.882], [-0.542, -3.453, 0.501], [-1.669, -2.645, 0.085], [-1.685, -1.363, -0.316], [-2.996, -1.027, -0.495], [-3.786, -2.108, -0.246], [-2.943, -3.113, 0.108], [2.812, -3.283, 1.096], [2.400, -5.619, 1.801], [0.128, -6.583, 1.634], [-1.713, -5.231, 0.810], [-3.295, -0.042, -0.796], [-4.848, -2.237, -0.282], [-3.217, -4.039, 0.381]],
  "mulliken_charge": [0.722, -0.417, -0.252, 0.681, -0.627, -0.676, 0.355, 0.311, 0.266, -0.870, 0.822, -0.592, -0.460, -0.771, -0.694, 0.501, 0.522, -0.375, -0.147, -0.686, -0.004, 0.413, 0.382, 0.394, 0.251, 0.367, 0.413, 0.172],
  "relative_energy_ev": 2.1009,
  "lumo_energy_ev": [-0.6, -0.6],
  "homo_lumo_gap_ev": [7.158, 7.159],
  "max_force_ev_per_a": 2.4,
  "e_homo_ev": [-7.715, -7.717],
  "spin_multiplicity": 1
}


No. 6
{
  "formula": "C6H11N",
  "method": "ωB97M-V/def2-TZVPD",
  "species": ["C", "C", "C", "C", "C", "C", "N", "H", "H", "H", "H", "H", "H", "H", "H", "H", "H", "H"],
  "positions_angstrom": [[-1.695, -0.854, -0.908], [0.658, 1.527, 0.974], [0.254, -0.970, 1.464], [0.100, 0.201, 0.531], [-1.087, 0.221, -0.303], [0.616, -0.188, -1.152], [0.616, 0.478, -2.225], [1.326, 0.171, -2.886], [-1.428, -1.881, -0.720], [-2.472, -0.681, -1.635], [-1.442, 1.213, -0.553], [1.315, -1.001, -0.941], [0.061, 1.946, 1.789], [1.690, 1.413, 1.307], [1.216, -0.940, 1.976], [-0.563, -0.976, 2.192], [0.637, 2.247, 0.154], [0.198, -1.926, 0.937]],
  "mulliken_charge": [-0.814, -1.533, -1.500, 1.503, -0.469, -0.246, -0.643, 0.260, 0.246, 0.294, 0.249, 0.453, 0.345, 0.385, 0.403, 0.346, 0.372, 0.347],
  "relative_energy_ev": 3.7064,
  "lumo_energy_ev": 1.0,
  "homo_lumo_gap_ev": 8.507,
  "max_force_ev_per_a": 3.5,
  "e_homo_ev": -7.536,
  "spin_multiplicity": 1
}


No. 7
{
  "formula": "C10H14BClCoN6O4",
  "method": "ωB97M-V/def2-TZVPD",
  "species": ["H", "N", "B", "N", "C", "Co", "H", "C", "H", "C", "H", "C", "H", "H", "H", "N", "N", "N", "N", "C", "C", "H", "H", "C", "C", "C", "C", "H", "H", "H", "H", "H", "O", "Cl", "O", "O", "O"],
  "positions_angstrom": [[-0.406, 2.673, 0.965], [-0.189, 1.676, -0.875], [0.523, 0.707, -3.034], [0.353, 1.932, -2.092], [0.911, 3.163, -2.024], [-0.854, -0.971, -0.583], [1.438, 3.549, -2.877], [0.649, 3.700, -0.765], [0.934, 4.673, -0.415], [-0.054, 2.718, -0.055], [1.031, 1.036, -4.065], [-1.241, -2.541, 0.410], [-1.742, -2.161, 1.328], [-0.343, -3.119, 0.695], [-1.965, -3.172, -0.124], [-0.837, 0.001, -3.224], [1.357, -0.377, -2.295], [-1.521, -0.588, -2.145], [0.908, -0.882, -1.082], [-1.568, -0.112, -4.337], [2.542, -0.924, -2.595], [-1.154, 0.243, -5.274], [3.018, -0.651, -3.527], [-2.775, -0.719, -4.011], [2.907, -1.779, -1.559], [-2.735, -0.996, -2.645], [1.887, -1.708, -0.607], [-3.580, -0.920, -4.694], [3.797, -2.375, -1.507], [-3.480, -1.426, -1.993], [1.769, -2.176, 0.358], [-0.671, 0.787, -0.719], [0.691, -1.233, 2.903], [0.231, 0.145, 3.020], [-0.514, 0.329, 4.244], [1.351, 1.072, 2.954], [-0.669, 0.424, 1.841]],
  "mulliken_charge": [0.541, 0.492, -0.135, -0.047, -0.146, -0.339, 0.483, -1.074, 0.403, 0.083, -0.073, -0.800, 0.261, 0.195, 0.316, 0.226, 0.211, -0.034, 0.124, -0.026, -0.069, 0.449, 0.451, -1.142, -1.180, -0.173, -0.150, 0.398, 0.408, 0.515, 0.481, 0.288, -0.630, 1.666, -0.645, -0.664, -0.666],
  "lumo_energy_ev": [0.1, -0.5],
  "homo_lumo_gap_ev": [8.488, 8.737],
  "max_force_ev_per_a": 6.7,
  "s2": 3.762,
  "e_homo_ev": [-8.416, -9.203],
  "spin_multiplicity": 4
}


No. 8
{
  "formula": "CH2FIS",
  "method": "ωB97M-V/def2-TZVPD",
  "species": ["C", "F", "S", "I", "H", "H"],
  "positions_angstrom": [[-3.215, -1.503, 1.032], [-3.490, -2.386, 0.130], [-0.467, 1.834, 0.378], [-2.624, 0.273, 0.058], [-2.251, -1.829, 1.422], [0.120, 2.257, -0.904]],
  "mulliken_charge": [-0.132, -0.131, -0.369, 0.285, 0.194, 0.152],
  "relative_energy_ev": 3.9372,
  "lumo_energy_ev": [-2.0, -1.6],
  "homo_lumo_gap_ev": [7.210, 7.278],
  "max_force_ev_per_a": 2.7,
  "e_homo_ev": [-9.202, -8.857],
  "spin_multiplicity": 1
}